The following is a DFT calculation (ωB97M-V with the def2-TZVPD basis set) of 2 unconnected molecules or ions with the total composition C7H16NO3PS at a distorted geometry.

Its spin multiplicity is 1. Its net charge is 0. For the orbital gap, the calculation gives 8.58 eV. Its HOMO energy is -8.17 eV. As for the SMILES: C=P(O)(OCC)OCC.CSC#N. As for the LUMO energy: 0.41 eV. The calculation puts the energy above the lowest of the compared OMol25 structures with the same formula, charge and spin at 2.1290 eV. Its total energy is -1296.2753 Eh.

CARTESIAN COORDINATES (ANGSTROEM)
1 C 4.112 -1.546 0.428
2 C -0.965 2.614 0.489
3 C -2.764 -2.794 0.168
4 C 4.277 0.936 -0.388
5 C 0.841 -0.065 -1.555
6 C 0.281 1.827 0.904
7 C -2.362 -1.429 0.765
8 N 3.203 -2.235 0.575
9 O 0.379 -1.880 0.441
10 O -0.050 0.466 1.104
11 O -1.656 -0.745 -0.344
12 P -0.119 -0.509 -0.239
13 S 5.312 -0.329 0.460
14 H -0.618 3.710 0.397
15 H -1.238 2.538 -0.577
16 H -1.958 2.802 1.005
17 H -1.876 -3.165 -0.223
18 H -3.130 -3.471 1.072
19 H -3.604 -2.904 -0.512
20 H 4.783 1.404 -1.236
21 H 4.072 1.669 0.461
22 H 3.329 0.382 -0.730
23 H 0.823 1.031 -1.726
24 H 0.441 -0.685 -2.430
25 H 0.844 2.343 1.764
26 H 1.103 1.741 0.208
27 H -1.768 -1.630 1.620
28 H -3.177 -0.878 1.066
29 H 1.371 -1.795 0.502

natural (NBO) atomic charge list, values in e, 8 entries: 0.11, -0.68, -0.62, -0.74, -1.33, -0.08, -0.06, -0.39



The following is a DFT calculation (ωB97M-V with the def2-TZVPD basis set) of a single C7H16NO4P molecule at a distorted geometry.

Its spin multiplicity is 1. Its net charge is 0. For the orbital gap, the calculation gives 10.13 eV. Its HOMO energy is -9.75 eV. As for the SMILES: CCP(=O)(CC)C(C)(C)O[N+](=O)[O-]. As for the LUMO energy: 0.38 eV. The calculation puts the energy above the lowest of the compared OMol25 structures with the same formula, charge and spin at 6.4686 eV. Its total energy is -973.2101 Eh.

CARTESIAN COORDINATES (ANGSTROEM)
1 C 1.630 1.799 -2.215
2 C 0.470 1.498 2.692
3 C 0.051 -2.189 -0.059
4 C -1.697 -0.792 -1.449
5 C 1.422 0.532 -1.419
6 C 1.247 0.972 1.415
7 C -0.874 -0.959 -0.159
8 N -2.540 -1.702 1.476
9 O -2.571 -2.693 0.783
10 O -3.076 -1.515 2.516
11 O -0.647 1.966 -0.179
12 O -1.671 -0.731 1.005
13 P 0.172 0.741 -0.034
14 H 0.804 1.857 -3.012
15 H 1.879 2.642 -1.530
16 H 2.466 1.600 -2.743
17 H -0.360 0.794 2.774
18 H 1.033 1.659 3.577
19 H 0.084 2.422 2.275
20 H 0.533 -2.132 1.013
21 H 0.872 -2.120 -0.889
22 H -0.538 -3.175 -0.148
23 H -2.247 0.179 -1.528
24 H -1.106 -1.041 -2.377
25 H -2.681 -1.527 -1.343
26 H 2.447 0.335 -0.821
27 H 1.220 -0.321 -2.018
28 H 1.739 0.039 1.396
29 H 1.938 1.861 1.001

natural (NBO) atomic charge list, values in e, 8 entries: -0.60, -0.61, -0.67, -0.69, -0.75, -0.76, -0.01, 0.74



The following is a DFT calculation (ωB97M-V with the def2-TZVPD basis set) of a gas-phase ion, C7H16NO7 (charge +1) at a distorted geometry.

Its spin multiplicity is 1. Its net charge is +1. For the orbital gap, the calculation gives 10.86 eV. Its HOMO energy is -13.38 eV. As for the SMILES: C[C@@]1(O)C[N@H+](C(O)(O)O)C(O)(O)[C@@]1(C)O. As for the LUMO energy: -2.52 eV. The calculation puts the energy above the lowest of the compared OMol25 structures with the same formula, charge and spin at 0.3643 eV. Its total energy is -857.4947 Eh.

CARTESIAN COORDINATES (ANGSTROEM)
1 C 0.764 0.108 1.262
2 C -0.605 0.818 0.922
3 C -1.404 -0.037 -0.069
4 C -0.084 -0.431 -1.123
5 C -1.519 1.161 2.172
6 C -2.559 0.480 -0.853
7 C 2.492 -0.934 -0.484
8 N 0.927 -0.801 -0.018
9 O -0.242 2.019 0.315
10 O -1.706 -1.248 0.632
11 O 0.466 0.606 -1.822
12 O -0.237 -1.546 -1.867
13 O 3.176 -1.375 0.617
14 O 2.757 0.301 -0.681
15 O 2.490 -1.719 -1.575
16 H 1.479 0.973 1.301
17 H 0.776 -0.521 2.183
18 H -2.362 1.778 2.014
19 H -0.806 1.545 2.984
20 H -1.772 0.247 2.619
21 H -2.201 1.619 -1.200
22 H -3.467 0.568 -0.372
23 H -2.653 0.015 -1.821
24 H 0.455 -1.671 0.214
25 H -0.856 2.652 0.608
26 H -2.442 -1.753 0.202
27 H 0.305 1.409 -1.303
28 H -0.195 -1.468 -2.831
29 H 3.898 -0.692 0.829
30 H 2.477 0.530 -1.626
31 H 2.649 -2.632 -1.229

natural (NBO) atomic charge list, values in e, 8 entries: -0.24, 0.23, 0.22, 0.67, -0.65, -0.66, 0.94, -0.50



The following is a DFT calculation (ωB97M-V with the def2-TZVPD basis set) of a gas-phase ion, C7H16NS2 (charge +1) at a distorted geometry.

Its spin multiplicity is 3. Its net charge is +1. For the orbital gap (alpha / beta), the calculation gives 5.52 / 6.48 eV. Its HOMO energy (alpha / beta) is -8.21 / -12.99 eV. As for the LUMO energy (alpha / beta): -2.69 / -6.50 eV. Its expectation value of S² is 2.0052. Its total energy is -1126.9699 Eh.

CARTESIAN COORDINATES (ANGSTROEM)
1 C 1.748 -1.301 -1.172
2 C 1.908 0.206 -0.915
3 C -0.054 -0.435 0.563
4 C 2.143 0.941 -2.209
5 C -2.672 -1.195 2.859
6 C 0.378 1.896 0.334
7 C -2.643 -0.102 1.771
8 N 0.549 0.529 -0.393
9 S 0.956 -1.986 0.282
10 S -1.820 -0.589 0.242
11 H 1.093 -1.349 -2.029
12 H 2.744 -1.631 -1.657
13 H 2.601 0.153 0.003
14 H 0.208 -0.212 1.564
15 H 3.201 1.008 -2.278
16 H 1.607 1.900 -2.235
17 H 1.749 0.329 -2.969
18 H -3.259 -2.089 2.550
19 H -1.748 -1.628 3.150
20 H -3.381 -0.810 3.652
21 H 0.962 1.699 1.232
22 H 0.880 2.723 -0.184
23 H -0.661 2.088 0.492
24 H -2.111 0.931 2.048
25 H -3.654 0.254 1.563
26 H -0.102 0.605 -1.251

natural (NBO) atomic charge list, values in e, 8 entries: -0.69, -0.05, -0.51, -0.63, -0.64, -0.40, -0.54, -0.41



The following is a DFT calculation (ωB97M-V with the def2-TZVPD basis set) of 2 unconnected molecules or ions with the total composition C7H16O at a distorted geometry.

Its spin multiplicity is 1. Its net charge is 0. For the orbital gap, the calculation gives 10.20 eV. Its HOMO energy is -9.27 eV. As for the SMILES: C/C=C/CCCC.O. As for the LUMO energy: 0.93 eV. The calculation puts the energy above the lowest of the compared OMol25 structures with the same formula, charge and spin at 2.1013 eV. Its total energy is -351.4767 Eh.

CARTESIAN COORDINATES (ANGSTROEM)
1 C 2.663 -1.395 0.593
2 C 1.209 -1.394 -0.074
3 C 0.145 -1.280 1.032
4 C -0.141 0.069 1.636
5 C -1.305 2.745 -0.821
6 C -1.199 1.666 0.140
7 C -0.092 1.107 0.532
8 H 2.969 -2.341 1.039
9 H 3.509 -1.215 -0.069
10 H 2.814 -0.467 1.141
11 H 0.992 -0.666 -0.871
12 H 1.086 -2.304 -0.660
13 H 0.328 -2.045 1.823
14 H -0.941 -1.538 0.768
15 H -1.189 0.046 2.007
16 H 0.614 0.362 2.449
17 H -0.285 2.821 -1.288
18 H -1.567 3.670 -0.340
19 H -2.023 2.367 -1.559
20 H -2.118 1.322 0.696
21 H 0.906 1.203 0.058
22 H -0.432 -1.166 -2.030
23 H -1.467 -0.307 -2.725
24 O -1.360 -1.106 -2.333

natural (NBO) atomic charge list, values in e, 8 entries: -0.63, -0.42, -0.41, -0.42, -0.64, -0.18, -0.20, 0.22



The following is a DFT calculation (ωB97M-V with the def2-TZVPD basis set) of 2 unconnected molecules or ions with the total composition C7H16O2 at a distorted geometry.

Its spin multiplicity is 1. Its net charge is 0. For the orbital gap, the calculation gives 8.25 eV. Its HOMO energy is -7.42 eV. As for the SMILES: C=C(C)[C@H](C)O.COC. As for the LUMO energy: 0.83 eV. The calculation puts the energy above the lowest of the compared OMol25 structures with the same formula, charge and spin at 4.2372 eV. Its total energy is -426.6601 Eh.

CARTESIAN COORDINATES (ANGSTROEM)
1 C 1.180 0.379 1.160
2 C 1.236 1.902 1.268
3 C 1.463 0.633 -1.404
4 C 0.901 -0.126 -0.235
5 C 0.344 -1.378 -0.398
6 O 2.389 -0.193 1.706
7 H 3.115 0.029 1.110
8 H 0.405 0.003 1.836
9 H 2.090 2.295 0.717
10 H 0.333 2.362 0.871
11 H 1.349 2.190 2.311
12 H 1.308 0.082 -2.330
13 H 2.537 0.825 -1.311
14 H 0.984 1.609 -1.509
15 H 0.259 -2.011 0.480
16 H 0.518 -1.922 -1.318
17 C -2.521 -2.004 -0.358
18 C -1.922 0.569 -0.308
19 O -1.591 -0.993 -0.727
20 H -3.546 -1.676 -0.568
21 H -2.428 -2.233 0.713
22 H -2.330 -2.893 -0.961
23 H -1.721 0.703 0.752
24 H -1.364 1.239 -0.952
25 H -2.987 0.608 -0.544

natural (NBO) atomic charge list, values in e, 8 entries: 0.07, -0.63, -0.64, -0.17, -0.23, -0.72, 0.46, 0.17



The following is a DFT calculation (ωB97M-V with the def2-TZVPD basis set) of 2 unconnected molecules or ions with the total composition C7H16O3 at a distorted geometry.

Its spin multiplicity is 1. Its net charge is 0. For the orbital gap (alpha / beta), the calculation gives 7.00 / 7.56 eV. Its HOMO energy (alpha / beta) is -6.40 / -6.90 eV. As for the LUMO energy (alpha / beta): 0.60 / 0.67 eV. The calculation puts the energy above the lowest of the compared OMol25 structures with the same formula, charge and spin at 6.2863 eV. Its total energy is -501.8120 Eh.

CARTESIAN COORDINATES (ANGSTROEM)
1 C 2.122 0.114 0.179
2 C 1.835 1.475 0.730
3 C 1.112 -0.046 -1.902
4 O 1.890 -0.875 1.066
5 O 3.368 -0.060 -0.383
6 H 2.170 -1.715 0.679
7 H 3.493 0.569 -1.108
8 H 0.828 1.487 1.135
9 H 2.556 1.713 1.521
10 H 1.917 2.228 -0.055
11 H 1.771 -0.907 -1.994
12 H 0.308 -0.152 -2.634
13 H 1.613 0.909 -2.084
14 C -2.021 -0.336 0.288
15 C -1.523 0.056 -0.992
16 C -2.227 0.663 1.372
17 C -2.173 -1.776 0.637
18 O -0.045 -0.111 -0.588
19 H -1.762 -0.615 -1.824
20 H -1.725 1.090 -1.287
21 H -2.125 1.686 1.009
22 H -3.151 -1.969 1.102
23 H -3.225 0.562 1.817
24 H -1.510 0.512 2.189
25 H -1.419 -2.083 1.368
26 H -2.078 -2.419 -0.239

natural (NBO) atomic charge list, values in e, 8 entries: 0.63, -0.70, -0.34, -0.70, -0.73, 0.48, 0.48, 0.24



The following is a DFT calculation (ωB97M-V with the def2-TZVPD basis set) of 3 unconnected molecules or ions with the total composition C7H16O3 at a distorted geometry.

Its spin multiplicity is 1. Its net charge is 0. For the orbital gap, the calculation gives 9.58 eV. Its HOMO energy is -9.04 eV. As for the SMILES: C/C=C(\C)CCC=O.O.O. As for the LUMO energy: 0.55 eV. The calculation puts the energy above the lowest of the compared OMol25 structures with the same formula, charge and spin at 2.2940 eV. Its total energy is -501.9587 Eh.

CARTESIAN COORDINATES (ANGSTROEM)
1 O -3.388 1.568 0.256
2 C -2.770 1.454 -0.769
3 C -1.344 0.958 -0.948
4 C -0.903 0.399 0.484
5 C -0.198 -0.922 0.199
6 C 0.797 -0.993 -0.679
7 C 1.478 -2.279 -0.988
8 C -0.785 -2.072 0.920
9 H -3.334 1.649 -1.719
10 H -1.450 0.074 -1.614
11 H -0.693 1.685 -1.394
12 H -1.728 0.390 1.172
13 H -0.182 1.103 0.887
14 H 1.189 -0.081 -1.194
15 H 0.889 -3.022 -1.522
16 H 2.480 -1.985 -1.416
17 H 2.054 -2.739 -0.129
18 H -1.186 -1.988 1.955
19 H -1.714 -2.259 0.376
20 H -0.116 -2.943 1.030
21 H 2.384 1.873 0.263
22 H 1.975 2.509 -1.041
23 O 2.423 2.726 -0.212
24 H 2.651 -1.367 0.836
25 H 3.400 -0.945 2.126
26 O 2.828 -0.620 1.416

natural (NBO) atomic charge list, values in e, 8 entries: -0.53, 0.45, -0.51, -0.45, 0.07, -0.26, -0.67, -0.67



The following is a DFT calculation (ωB97M-V with the def2-TZVPD basis set) of a single C7H16OS2Si molecule at a distorted geometry.

Its spin multiplicity is 3. Its net charge is 0. For the orbital gap (alpha / beta), the calculation gives 6.56 / 6.04 eV. Its HOMO energy (alpha / beta) is -6.04 / -8.91 eV. As for the LUMO energy (alpha / beta): 0.52 / -2.87 eV. Its expectation value of S² is 2.0078. Its total energy is -1437.2269 Eh.

CARTESIAN COORDINATES (ANGSTROEM)
1 C 0.692 2.735 -1.786
2 C 1.741 1.618 -1.910
3 C 0.138 2.729 -0.303
4 C 0.287 0.058 0.071
5 C -1.734 -2.004 -0.414
6 C -1.150 -1.183 2.462
7 C 0.926 -2.944 0.803
8 O -1.292 1.450 1.442
9 Si -0.334 -1.522 0.758
10 S 1.142 0.001 -1.991
11 S -1.036 1.304 0.024
12 H 0.794 3.782 -2.113
13 H -0.096 2.483 -2.439
14 H 2.290 1.833 -2.802
15 H 2.527 1.811 -1.164
16 H 0.887 2.695 0.444
17 H -0.476 3.549 -0.177
18 H 1.258 0.604 0.369
19 H -2.221 -2.827 0.071
20 H -2.199 -1.035 -0.613
21 H -1.322 -2.300 -1.445
22 H -1.491 -0.137 2.538
23 H -2.096 -1.723 2.433
24 H -0.549 -1.352 3.318
25 H 0.450 -3.840 1.333
26 H 1.049 -3.199 -0.244
27 H 1.818 -2.584 1.334

natural (NBO) atomic charge list, values in e, 8 entries: -0.42, -0.66, -0.57, -1.11, -1.11, -1.11, -1.10, -1.00